(1)
The following is a DFT calculation (the ωB97M-V functional and the def2-TZVPD basis) of 2 unconnected molecules or ions with the total composition C22H20ClN2O7S2 in a non-equilibrium geometry.

```
54
Properties=species:S:1:pos:R:3:lowdin_charge:R:1
C -5.15 -5.52 1.16 -0.067
O -5.00 -4.08 1.17 -0.097
C -3.76 -3.52 1.17 -0.262
C -3.73 -2.10 1.18 0.001
C -2.53 -1.44 1.16 -0.025
C -1.31 -2.15 1.12 -0.204
C -0.03 -1.43 1.09 -0.124
N 1.07 -2.10 1.12 -0.047
S 2.61 -1.34 1.15 0.657
C 3.77 -2.72 1.16 -0.273
C 4.28 -3.20 2.37 -0.050
C 5.28 -4.17 2.36 -0.041
C 5.79 -4.67 1.16 -0.278
C 6.88 -5.71 1.17 -0.060
C 5.28 -4.17 -0.05 -0.037
C 4.28 -3.20 -0.05 -0.048
O 2.78 -0.63 -0.09 -0.295
O 2.75 -0.66 2.41 -0.306
C -1.33 -3.56 1.14 -0.021
C -2.54 -4.25 1.16 -0.014
H -6.22 -5.68 1.16 0.088
H -4.70 -5.95 0.26 0.093
H -4.70 -5.95 2.07 0.092
H -4.68 -1.58 1.18 0.120
H -2.50 -0.35 1.18 0.095
H -0.10 -0.33 1.05 0.117
H 3.91 -2.80 3.31 0.113
H 5.68 -4.55 3.31 0.116
H 7.16 -5.98 0.15 0.072
H 7.77 -5.35 1.69 0.082
H 6.55 -6.61 1.69 0.082
H 5.68 -4.55 -0.99 0.112
H 3.90 -2.79 -0.99 0.116
H -0.38 -4.10 1.15 0.110
H -2.55 -5.34 1.17 0.100
O -3.59 10.26 -2.73 0.032
N -2.98 9.47 -3.49 -0.325
O -2.84 9.69 -4.71 0.033
C -2.42 8.28 -2.93 -0.172
C -1.72 7.38 -3.74 0.007
C -1.17 6.23 -3.19 -0.035
C -1.31 5.95 -1.82 -0.232
S -0.54 4.46 -1.08 0.544
C -1.74 3.22 -1.06 -0.944
Cl -1.42 1.62 -0.82 0.528
O 0.51 4.13 -2.01 -0.385
O -0.21 4.87 0.27 -0.377
C -2.00 6.86 -1.01 -0.041
C -2.56 8.02 -1.55 0.007
H -1.62 7.60 -4.81 0.114
H -0.62 5.54 -3.83 0.115
H -2.78 3.54 -1.07 -0.012
H -2.11 6.68 0.06 0.114
H -3.11 8.73 -0.93 0.114
```

Output
Charge   -1
Max |F|   4.3 eV/Å
Gap between HOMO and LUMO   4.29 eV
2S+1   1
E   -2742.95254 Eh

=====

(2)
The following is a DFT calculation (the ωB97M-V functional and the def2-TZVPD basis) of C22H20ClN3O6S in the gas phase in a non-equilibrium geometry.

```
53
Properties=species:S:1:pos:R:3:lowdin_charge:R:1
C -5.93 -1.68 -1.27 -0.203
O -5.06 -0.79 -1.31 -0.091
C -4.11 -0.85 -0.25 0.048
C -3.85 -2.06 0.57 0.024
C -2.69 -1.98 1.13 -0.025
C -1.94 -0.84 1.34 -0.176
N -0.72 -0.82 2.18 -0.272
O -0.65 -1.87 2.94 0.018
O -0.01 0.13 2.28 0.059
C -2.14 0.28 0.76 0.013
C -3.28 0.58 -0.12 0.025
N -3.63 1.61 -0.98 0.204
C -2.67 2.35 -1.40 -0.302
O -3.15 3.62 -1.74 -0.063
C -1.25 2.28 -1.23 -0.175
C -0.71 1.12 -1.50 -0.052
C 0.74 0.74 -1.35 0.084
C 1.44 1.72 -0.54 -0.246
N 2.80 1.61 -0.29 -0.186
C 3.52 0.56 -1.10 -0.097
C 3.18 -0.98 -0.73 -0.171
C 2.41 -1.21 0.49 0.030
C 2.13 -2.68 0.85 -0.096
C 2.72 -3.67 0.19 -0.064
C 3.62 -3.13 -0.86 -0.114
C 3.82 -2.02 -1.45 -1.067
Cl 4.83 -1.69 -2.36 1.116
S 3.58 2.33 1.07 0.880
C 2.80 1.60 2.40 -0.169
O 3.54 3.87 0.50 -0.369
O 5.05 1.74 0.89 -0.371
C 0.98 3.04 -0.20 0.018
C -0.49 3.25 -0.27 0.117
H -6.32 -1.97 -0.42 0.053
H -5.32 -2.46 -1.80 0.133
H -6.67 -1.34 -2.08 0.145
H -4.19 -2.75 0.18 -0.013
H -2.40 -2.86 1.72 0.147
H -1.45 1.05 1.01 0.113
H -4.40 1.47 -1.15 -0.002
H -1.06 0.39 -2.22 0.136
H 1.03 0.07 -1.89 0.002
H 4.47 0.60 -0.85 0.039
H 3.28 0.41 -2.10 0.091
H 1.77 -0.36 1.24 0.136
H 1.60 -2.83 1.88 0.120
H 2.46 -4.49 0.59 0.035
H 4.03 -4.09 -1.42 0.146
H 1.76 1.86 2.19 0.049
H 2.91 2.51 3.26 0.169
H 3.25 0.80 2.79 0.029
H 1.34 3.74 0.56 0.096
H -0.96 4.10 -0.11 0.050
```

Output
Max |F|   19.7 eV/Å
Gap between HOMO and LUMO   7.36 eV
2S+1   1
Energy relative to the best compared isomer or geometry (same formula, charge and spin)   617.9 kcal per mole
SMILES string   COc1ccc([N+](=O)[O-])cc1NC(=O)c1ccc(N(Cc2ccccc2Cl)S(C)(=O)=O)cc1
E   -2323.50529 Eh

=====

(3)
The following is a DFT calculation (the ωB97M-V functional and the def2-TZVPD basis) of a molecular structure, C22H20FeN3S6SbSi.

```
54
Properties=species:S:1:pos:R:3:lowdin_charge:R:1
Fe -1.20 1.46 -1.05 -0.322
S -3.00 1.79 0.49 0.586
C -1.73 2.44 1.40 -1.106
N -0.51 2.43 0.93 -0.034
C 0.40 2.97 1.81 -0.306
C 1.77 3.05 1.61 -0.003
C 2.57 3.59 2.61 -0.099
C 2.02 4.05 3.80 -0.126
C 0.65 3.97 4.02 -0.120
C -0.15 3.42 3.03 -0.489
S -1.87 3.15 3.01 0.977
H 2.19 2.70 0.68 0.089
H 3.64 3.66 2.45 0.094
H 2.66 4.47 4.57 0.086
H 0.22 4.32 4.95 0.094
C -4.59 -3.10 -1.85 -0.210
Si -2.98 -3.75 -1.15 0.506
C -2.02 -4.62 -2.52 -0.182
C -3.45 -5.06 0.14 -0.200
C -1.88 -2.49 -0.33 -0.256
C -1.17 -2.85 0.81 -0.110
C -0.33 -1.96 1.46 -0.084
C -0.22 -0.69 0.94 -0.149
N -0.85 -0.31 -0.17 -0.103
C -1.68 -1.17 -0.81 -0.767
S -2.41 -0.45 -2.18 0.619
H -5.25 -3.95 -2.08 0.019
H -4.43 -2.51 -2.75 -0.002
H -5.10 -2.44 -1.14 0.032
H -2.61 -5.42 -2.99 0.019
H -1.10 -5.06 -2.12 0.023
H -1.74 -3.90 -3.29 0.029
H -4.14 -5.77 -0.31 0.019
H -3.94 -4.59 0.99 0.030
H -2.59 -5.62 0.51 0.016
H -1.29 -3.85 1.22 0.083
H 0.21 -2.24 2.36 0.088
H 0.42 0.06 1.40 0.109
S 0.09 3.88 -5.43 -0.476
Sb 0.30 3.87 -3.16 0.204
S 0.68 1.30 -2.54 0.525
S -1.79 3.46 -2.13 -0.167
N 6.74 0.62 1.18 0.115
C 5.76 0.75 0.58 -0.212
C 4.55 0.90 -0.16 -0.263
C 4.33 2.05 -0.92 -0.053
C 3.15 2.20 -1.63 -0.133
C 2.18 1.19 -1.62 -0.608
C 2.43 0.03 -0.89 -0.111
C 3.59 -0.12 -0.15 -0.037
H 5.07 2.84 -0.93 0.114
H 2.98 3.10 -2.19 0.047
H 1.69 -0.76 -0.89 0.093
H 3.76 -1.02 0.42 0.113
```

Output
Charge   -2
Max |F|   0.4 eV/Å
Gap between HOMO and LUMO (spin up / spin down)   5.53 / 5.47 eV
2S+1   1
Energy relative to the best compared isomer or geometry (same formula, charge and spin)   0.0 kcal per mole
E   -5197.44058 Eh

=====

(4)
The following is a DFT calculation (the ωB97M-V functional and the def2-TZVPD basis) of a molecular structure, C22H20FeN4O2S.

```
50
Properties=species:S:1:pos:R:3:lowdin_charge:R:1
Fe -0.42 0.19 -0.10 0.325
C -0.07 1.56 3.92 -0.036
C -0.79 0.59 4.62 -0.034
C -1.35 -0.46 3.93 0.017
C -1.18 -0.54 2.55 -0.200
N -0.48 0.40 1.89 0.010
C 0.05 1.43 2.56 -0.086
C -1.70 -1.59 1.66 -0.181
C -2.38 -2.72 2.11 -0.021
C -2.83 -3.65 1.19 -0.069
C -2.61 -3.44 -0.17 -0.066
C -1.94 -2.31 -0.61 -0.087
C -1.47 -1.37 0.30 -0.138
H 0.37 2.41 4.43 0.113
H -0.92 0.67 5.69 0.118
H -1.92 -1.22 4.45 0.115
H 0.58 2.16 1.96 0.124
H -2.55 -2.89 3.16 0.108
H -3.35 -4.54 1.53 0.108
H -2.97 -4.17 -0.89 0.109
H -1.79 -2.17 -1.67 0.066
C 0.46 0.99 -5.12 -0.022
N 1.44 0.87 -4.05 -0.119
C 2.80 1.11 -4.17 -0.013
C 3.35 0.90 -2.98 -0.014
N 2.33 0.52 -2.09 0.040
C 1.14 0.50 -2.80 -0.577
S -0.44 0.12 -2.35 0.911
C 2.59 0.07 -0.77 -0.199
C 3.89 0.12 -0.28 0.016
C 4.18 -0.50 0.92 -0.020
C 3.17 -1.16 1.60 -0.021
C 1.90 -1.07 1.10 -0.080
N 1.59 -0.43 -0.05 0.082
H 0.97 1.32 -6.02 0.098
H -0.31 1.71 -4.84 0.094
H -0.01 0.02 -5.30 0.095
H 3.25 1.41 -5.10 0.137
H 4.38 0.96 -2.70 0.115
H 4.67 0.62 -0.82 0.105
H 5.19 -0.48 1.30 0.125
H 3.36 -1.70 2.52 0.121
H 1.06 -1.53 1.61 0.116
C -3.70 2.78 -0.35 -0.013
O -3.12 1.45 -0.28 -0.023
C -1.82 1.40 -0.19 -0.568
O -1.06 2.37 -0.15 0.021
H -4.77 2.63 -0.41 0.097
H -3.33 3.30 -1.23 0.099
H -3.43 3.35 0.54 0.099
```

Output
Charge   +1
⟨S²⟩   0.77
Max |F|   0.2 eV/Å
Gap between HOMO and LUMO (spin up / spin down)   8.04 / 7.93 eV
2S+1   2
Energy relative to the best compared isomer or geometry (same formula, charge and spin)   0.0 kcal per mole
E   -2881.56104 Eh

=====

(5)
The following is a DFT calculation (the ωB97M-V functional and the def2-TZVPD basis) of a molecular structure, C22H20KN2PSe3Te.

```
50
Properties=species:S:1:pos:R:3:lowdin_charge:R:1
K -0.07 -0.19 0.26 0.438
Se -4.57 -1.32 -0.06 -0.452
Se -3.96 -2.66 1.74 -0.468
Te -1.46 -3.02 1.58 -0.025
Se -0.52 -2.64 3.86 -0.571
C 3.54 -1.38 3.32 -0.099
C 3.60 0.00 3.22 -0.099
C 3.39 0.62 2.00 -0.143
C 3.11 -0.14 0.86 -0.410
C 3.06 -1.53 0.97 -0.084
C 3.29 -2.14 2.19 -0.081
P 2.80 0.80 -0.69 1.031
C 4.51 1.51 -0.82 -0.370
C 4.66 2.86 -1.12 -0.113
C 5.92 3.43 -1.29 -0.113
C 7.05 2.63 -1.19 -0.120
C 6.91 1.27 -0.91 -0.099
C 5.66 0.72 -0.72 -0.100
C 2.73 -0.49 -1.96 -0.489
C 3.68 -0.85 -2.90 -0.125
C 3.36 -1.86 -3.80 -0.144
C 2.12 -2.48 -3.71 -0.139
C 1.20 -2.10 -2.73 -0.163
C 1.44 -1.04 -1.82 -0.260
H 3.66 -1.86 4.28 0.097
H 3.80 0.60 4.10 0.095
H 3.41 1.70 1.92 0.098
H 2.83 -2.12 0.09 0.102
H 3.25 -3.22 2.27 0.104
H 3.76 3.47 -1.20 0.089
H 6.02 4.48 -1.50 0.090
H 8.03 3.06 -1.33 0.088
H 7.80 0.65 -0.85 0.094
H 5.56 -0.33 -0.49 0.111
H 4.65 -0.37 -2.97 0.080
H 4.07 -2.17 -4.56 0.078
H 1.87 -3.27 -4.41 0.080
H 0.25 -2.62 -2.69 0.076
C -3.22 1.88 1.62 -0.026
C -1.93 2.01 2.35 -0.390
N -0.74 1.67 1.92 0.000
C 0.14 1.98 2.93 -0.139
C -0.54 2.53 3.98 -0.107
N -1.86 2.54 3.59 0.085
H -3.08 1.29 0.71 0.025
H -3.63 2.85 1.35 0.075
H -3.96 1.34 2.22 0.077
H 1.19 1.78 2.85 0.076
H -0.21 2.89 4.94 0.095
H -2.64 2.82 4.16 0.146
```

Output
Charge   -2
Max |F|   0.8 eV/Å
Gap between HOMO and LUMO   4.01 eV
2S+1   1
Energy relative to the best compared isomer or geometry (same formula, charge and spin)   20.7 kcal per mole
E   -9373.51724 Eh